C21H41Li3O12P | wB97M-V/def2-TZVPD

Summary:
Lowest unoccupied orbital energy (eV): 1.103
Kohn-Sham gap (eV): 2.8
HOMO (eV): -1.687

```
! wB97M-V def2-TZVPD RIJCOSX def2/J DEFGRID3
* xyz -1 1
Li 21.38 3.12 23.99
Li 19.67 -1.69 21.67
Li 17.87 -0.27 26.26
P 21.94 -0.85 25.39
O 21.29 0.29 26.19
O 23.20 -1.63 25.91
O 22.20 -0.33 23.97
O 20.86 -1.87 25.21
O 15.63 3.19 21.17
C 16.73 2.92 21.83
O 16.90 1.78 22.28
O 17.64 3.79 21.97
H 15.64 4.15 21.17
C 13.28 10.16 23.89
C 14.76 9.84 23.76
C 14.97 9.68 22.30
O 13.80 8.94 21.96
C 12.72 9.17 22.89
H 13.08 11.17 23.53
H 12.78 9.91 24.82
H 15.00 8.89 24.24
H 15.39 10.58 24.25
H 15.89 9.17 22.03
H 14.84 10.65 21.81
H 12.39 8.24 23.35
H 11.95 9.61 22.26
C 13.04 0.78 14.10
C 12.38 0.54 15.45
C 11.45 -0.60 15.11
O 12.20 -1.42 14.19
C 13.24 -0.68 13.55
H 13.97 1.35 14.11
H 12.35 1.29 13.43
H 11.97 1.47 15.86
H 13.06 0.20 16.23
H 10.55 -0.11 14.73
H 11.24 -1.15 16.03
H 13.11 -0.61 12.47
H 14.19 -1.11 13.86
C 15.14 5.66 29.53
C 13.80 5.39 28.92
C 14.07 4.44 27.75
O 15.32 3.85 28.08
C 16.16 4.81 28.70
H 15.18 5.33 30.57
H 15.43 6.71 29.50
H 13.27 6.29 28.62
H 13.11 4.87 29.58
H 14.20 4.97 26.81
H 13.30 3.68 27.61
H 16.64 5.38 27.91
H 16.94 4.34 29.30
C 11.65 -2.37 26.99
C 11.82 -2.20 28.50
C 13.31 -2.17 28.77
O 13.95 -2.13 27.44
C 13.05 -2.73 26.48
H 11.25 -1.49 26.48
H 10.98 -3.17 26.69
H 11.32 -2.98 29.07
H 11.36 -1.27 28.82
H 13.52 -3.08 29.33
H 13.61 -1.34 29.41
H 13.15 -3.82 26.45
H 13.30 -2.30 25.51
C 15.48 9.03 14.59
C 16.66 8.61 15.41
C 17.35 9.95 15.66
O 16.33 10.94 15.58
C 15.09 10.30 15.21
H 14.68 8.30 14.50
H 15.74 9.16 13.54
H 17.29 7.91 14.87
H 16.37 8.16 16.36
H 18.07 10.17 14.87
H 17.83 9.97 16.64
H 14.53 10.97 14.57
H 14.55 10.18 16.15
*
```